No. 1
Molecular formula: B4F16Ni
Method: DFT, ωB97M-V/def2-TZVPD

Last column: Mulliken charge in e.
Geometry (Å):
Ni -0.086 -0.127 0.068  2.3605
B 0.265 -2.668 -0.702  0.4206
F -0.069 -3.827 -1.381  -0.3679
F -0.646 -2.446 0.403  -0.4279
F 1.532 -2.594 -0.136  -0.3644
F 0.070 -1.577 -1.568  -0.3659
B 2.337 0.880 -0.869  0.4464
F 2.655 2.119 -0.315  -0.4168
F 3.340 0.509 -1.769  -0.3743
F 2.156 -0.025 0.232  -0.4824
F 1.072 0.908 -1.462  -0.2328
B 0.119 1.295 2.190  0.6360
F 1.349 1.855 2.508  -0.3919
F 0.230 -0.106 2.181  -0.4763
F -0.867 1.785 3.071  -0.4070
F -0.299 1.652 0.904  -0.4665
B -2.660 0.507 -0.677  0.3993
F -3.617 -0.323 -1.270  -0.3815
F -3.250 1.756 -0.462  -0.3942
F -2.147 -0.158 0.486  -0.4461
F -1.485 0.585 -1.433  -0.2670

HOMO-LUMO gap (spin up / spin down): 12.0 / 11.6 eV
LUMO (spin up / spin down): 5.69 / 5.51 eV
Spin multiplicity: 3
Maximum force: 2.83 eV/Å
Calculated total energy: -3206.64901 a.u.
⟨S²⟩: 2.00
Net charge: -2


No. 2
Molecular formula: C15H34ClMnN3O4
Method: DFT, ωB97M-V/def2-TZVPD

Last column: Mulliken charge in e.
Geometry (Å):
Mn -0.330 0.299 0.514  1.8461
C 2.374 1.917 0.901  -0.8232
C 2.863 0.608 1.480  -0.6382
O 1.946 -0.411 1.092  0.2238
C 2.173 -1.655 1.751  -0.6703
C 0.981 -2.547 1.480  -0.8096
O -0.262 -1.855 1.594  -0.1153
C -0.820 -1.752 2.916  -0.7922
C -0.216 -0.622 3.721  -0.6080
O -0.171 0.526 2.885  -0.0938
C 0.465 1.660 3.446  -0.6564
C 0.546 2.693 2.341  -0.8165
O 0.968 2.115 1.088  -0.1216
H 2.537 1.938 -0.176  0.2668
H 2.934 2.740 1.344  0.4513
H 2.935 0.645 2.569  0.3396
H 3.861 0.405 1.084  0.5009
H 2.313 -1.482 2.818  0.3278
H 3.076 -2.136 1.367  0.4461
H 1.008 -3.404 2.154  0.4775
H 1.021 -2.926 0.460  0.2449
H -0.691 -2.694 3.449  0.4779
H -1.879 -1.578 2.767  0.2509
H 0.791 -0.859 4.074  0.2808
H -0.842 -0.442 4.598  0.5074
H 1.447 1.387 3.834  0.3470
H -0.122 2.071 4.269  0.4747
H 1.217 3.503 2.623  0.4593
H -0.441 3.103 2.152  0.2944
N -2.096 -1.529 -1.937  0.3369
C -1.775 -1.053 -3.330  0.2155
C -2.018 0.448 -3.494  -1.2668
C -0.946 1.389 -2.936  0.1443
N -1.049 1.561 -1.460  -0.7061
C 0.455 0.922 -3.323  -1.4921
C 0.728 -0.549 -3.016  0.1348
N 0.850 -0.756 -1.533  -0.5026
C -0.337 -1.444 -3.666  -1.3270
H -2.947 -1.108 -1.526  0.2106
H -1.338 -1.263 -1.336  -0.4227
H -2.190 -2.542 -1.901  0.4410
H -2.470 -1.585 -3.976  0.2690
H -3.005 0.715 -3.104  0.4746
H -2.058 0.627 -4.569  0.4856
H -1.119 2.353 -3.413  0.3946
H -2.007 1.807 -1.226  0.2759
H -0.499 2.379 -1.214  0.3104
H 1.205 1.555 -2.835  0.4465
H 0.586 1.067 -4.397  0.4973
H 1.682 -0.807 -3.477  0.4369
H 1.638 -0.202 -1.217  0.1716
H 1.153 -1.712 -1.366  0.1964
H -0.161 -2.500 -3.432  0.3993
H -0.216 -1.352 -4.747  0.4975
Cl -3.853 0.010 -0.124  -0.2708
C -2.501 0.549 0.969  -1.2830
H -2.746 0.144 1.944  0.3067
H -2.651 1.627 1.049  0.5539

HOMO-LUMO gap (spin up / spin down): 8.5 / 9.2 eV
LUMO (spin up / spin down): -5.06 / -5.11 eV
Spin multiplicity: 6
Maximum force: 0.92 eV/Å
Calculated total energy: -2667.84526 a.u.
⟨S²⟩: 8.75
Net charge: +2


No. 3
Molecular formula: C23H48NOP3RuS
Method: DFT, ωB97M-V/def2-TZVPD

Last column: Mulliken charge in e.
Geometry (Å):
Ru -0.529 -0.174 -0.016  0.6509
P -1.898 1.676 0.183  0.7752
P -2.125 -1.491 1.043  1.1660
P 1.165 0.989 -0.981  1.4532
H -1.464 -2.231 -1.577  0.5326
C -0.526 -1.667 -1.525  0.2135
C 0.461 -2.052 -0.539  -0.1929
H 0.238 -2.916 0.096  0.2676
C -2.936 1.753 -1.324  -1.2312
C -3.170 1.859 1.505  -1.3536
C -1.196 3.367 0.367  -1.4119
C -1.855 -3.302 1.181  -1.5654
C -2.512 -1.190 2.814  -1.2284
C -3.756 -1.423 0.195  -1.3961
C 2.631 0.051 -1.550  -1.5473
C 2.027 2.165 0.114  -1.2800
C 0.565 2.031 -2.364  -1.4017
H -0.174 -1.273 -2.477  -1.0795
H 1.522 -1.925 -0.767  0.2100
H -3.571 2.647 -1.292  0.4554
H -3.572 0.862 -1.380  0.3429
H -2.299 1.794 -2.213  0.2703
H -3.701 2.812 1.360  0.5195
H -2.691 1.908 2.492  0.3343
H -3.909 1.050 1.499  0.3880
H -2.017 4.100 0.381  0.5229
H -0.509 3.644 -0.436  0.4406
H -0.665 3.436 1.327  0.3715
H -2.733 -3.776 1.646  0.5240
H -0.980 -3.481 1.818  0.4132
H -1.681 -3.752 0.198  0.4147
H -3.299 -1.883 3.146  0.5559
H -2.860 -0.168 2.989  0.2950
H -1.603 -1.359 3.408  0.2513
H -4.376 -2.261 0.540  0.4986
H -3.603 -1.521 -0.886  0.3152
H -4.278 -0.483 0.398  0.3414
H 3.364 0.736 -1.996  0.4919
H 2.380 -0.713 -2.297  0.3209
H 3.091 -0.421 -0.671  0.4683
H 2.861 2.617 -0.436  0.5162
H 2.422 1.607 0.970  0.2275
H 1.355 2.954 0.464  0.3176
H 1.414 2.358 -2.976  0.4405
H 0.047 2.913 -1.971  0.4333
H -0.125 1.465 -3.000  0.1775
C 1.593 -1.078 -6.120  0.2903
C 1.017 -0.594 -7.309  -0.1610
C 1.048 -1.387 -8.458  -0.2782
C 1.675 -2.644 -8.421  -0.6544
C 2.342 -3.068 -7.266  -0.2021
C 2.315 -2.280 -6.118  -0.3529
S 1.359 -0.236 -4.611  -0.1012
H 0.414 -1.082 -4.063  0.1834
H 0.511 0.372 -7.284  0.4532
H 0.559 -1.033 -9.371  0.4403
H 1.629 -3.299 -9.293  0.4355
H 2.865 -4.025 -7.243  0.4423
H 2.788 -2.584 -5.189  0.4470
O 1.188 -0.330 2.007  -0.4178
C 1.119 -0.081 3.229  -0.0013
C 2.169 -0.559 4.212  -0.8034
C 2.840 0.573 4.986  -0.6636
C 2.059 1.030 6.216  -0.6809
C 0.737 1.721 5.898  -0.7848
C -0.242 0.817 5.148  -0.8000
N 0.092 0.647 3.735  0.7019
H 1.689 -1.274 4.899  0.3655
H 2.912 -1.104 3.621  0.3786
H 3.824 0.221 5.313  0.3898
H 3.021 1.427 4.320  0.3176
H 1.857 0.161 6.855  0.2921
H 2.685 1.724 6.788  0.3496
H 0.254 2.020 6.838  0.3672
H 0.906 2.637 5.318  0.3000
H -0.288 -0.161 5.654  0.3870
H -1.248 1.253 5.201  0.4994
H -0.622 0.883 3.047  -0.3686

HOMO-LUMO gap (spin up / spin down): 6.0 / 4.5 eV
LUMO (spin up / spin down): -8.20 / -12.40 eV
Spin multiplicity: 6
Maximum force: 3.55 eV/Å
ΔE to the lowest compared entry with this formula, charge and spin: 0.691 eV
Calculated total energy: -2551.17806 a.u.
⟨S²⟩: 8.77
Net charge: +3


> The lowest ⟨S²⟩ belongs to which entry?

B4F16Ni


What did the second record say?
Molecular formula: C15H34ClMnN3O4
Method: DFT, ωB97M-V/def2-TZVPD

Last column: Mulliken charge in e.
Geometry (Å):
Mn -0.330 0.299 0.514  1.8461
C 2.374 1.917 0.901  -0.8232
C 2.863 0.608 1.480  -0.6382
O 1.946 -0.411 1.092  0.2238
C 2.173 -1.655 1.751  -0.6703
C 0.981 -2.547 1.480  -0.8096
O -0.262 -1.855 1.594  -0.1153
C -0.820 -1.752 2.916  -0.7922
C -0.216 -0.622 3.721  -0.6080
O -0.171 0.526 2.885  -0.0938
C 0.465 1.660 3.446  -0.6564
C 0.546 2.693 2.341  -0.8165
O 0.968 2.115 1.088  -0.1216
H 2.537 1.938 -0.176  0.2668
H 2.934 2.740 1.344  0.4513
H 2.935 0.645 2.569  0.3396
H 3.861 0.405 1.084  0.5009
H 2.313 -1.482 2.818  0.3278
H 3.076 -2.136 1.367  0.4461
H 1.008 -3.404 2.154  0.4775
H 1.021 -2.926 0.460  0.2449
H -0.691 -2.694 3.449  0.4779
H -1.879 -1.578 2.767  0.2509
H 0.791 -0.859 4.074  0.2808
H -0.842 -0.442 4.598  0.5074
H 1.447 1.387 3.834  0.3470
H -0.122 2.071 4.269  0.4747
H 1.217 3.503 2.623  0.4593
H -0.441 3.103 2.152  0.2944
N -2.096 -1.529 -1.937  0.3369
C -1.775 -1.053 -3.330  0.2155
C -2.018 0.448 -3.494  -1.2668
C -0.946 1.389 -2.936  0.1443
N -1.049 1.561 -1.460  -0.7061
C 0.455 0.922 -3.323  -1.4921
C 0.728 -0.549 -3.016  0.1348
N 0.850 -0.756 -1.533  -0.5026
C -0.337 -1.444 -3.666  -1.3270
H -2.947 -1.108 -1.526  0.2106
H -1.338 -1.263 -1.336  -0.4227
H -2.190 -2.542 -1.901  0.4410
H -2.470 -1.585 -3.976  0.2690
H -3.005 0.715 -3.104  0.4746
H -2.058 0.627 -4.569  0.4856
H -1.119 2.353 -3.413  0.3946
H -2.007 1.807 -1.226  0.2759
H -0.499 2.379 -1.214  0.3104
H 1.205 1.555 -2.835  0.4465
H 0.586 1.067 -4.397  0.4973
H 1.682 -0.807 -3.477  0.4369
H 1.638 -0.202 -1.217  0.1716
H 1.153 -1.712 -1.366  0.1964
H -0.161 -2.500 -3.432  0.3993
H -0.216 -1.352 -4.747  0.4975
Cl -3.853 0.010 -0.124  -0.2708
C -2.501 0.549 0.969  -1.2830
H -2.746 0.144 1.944  0.3067
H -2.651 1.627 1.049  0.5539

HOMO-LUMO gap (spin up / spin down): 8.5 / 9.2 eV
LUMO (spin up / spin down): -5.06 / -5.11 eV
Spin multiplicity: 6
Maximum force: 0.92 eV/Å
Calculated total energy: -2667.84526 a.u.
⟨S²⟩: 8.75
Net charge: +2


> Number 2 is which compound?

C15H34ClMnN3O4